Entry 1:
A structure of composition C33H48AsIN7O5SeSi3Ti. Source: the Open Molecules 2025 dataset; level of theory: the ωB97M-V functional and the def2-TZVPD basis.

Summary:
Gap between HOMO and LUMO ... 7.66 eV
Energy relative to the best compared isomer or geometry (same formula, charge and spin) ... 73.95 kJ/mol
DFT total energy ... -8698.6552 hartree

```
! RIJCOSX wB97M-V def2-TZVPD def2/J DEFGRID3
* xyz 1 1
Ti -0.6368 -0.5518 -0.2332
O 4.1780 -2.6175 3.0665
C 3.1377 -2.1262 2.3869
C 2.1309 -1.3579 2.9878
C 1.1238 -0.8923 2.1765
N 1.1111 -1.1233 0.8732
C 1.9664 -1.9827 0.3289
C 3.0270 -2.4902 1.0376
C 1.4403 -2.4699 -1.0118
O 2.0872 -3.1577 -1.7538
O 0.1919 -2.0825 -1.1830
C -0.2156 -0.3418 2.6179
O -0.4449 0.0228 3.7373
O -1.0855 -0.4186 1.6243
H 4.1440 -2.3619 3.9964
H 2.0953 -1.1773 4.0551
H 3.7126 -3.1970 0.5908
C 0.1889 2.9775 1.9987
N -0.7800 2.3010 1.1396
C -2.0741 2.2802 1.8220
C -0.9028 3.0162 -0.1155
C -1.7591 2.3038 -1.1302
C -2.4398 3.0921 -2.0544
C -3.0984 2.5354 -3.1419
C -3.0842 1.1610 -3.3117
C -2.4394 0.3668 -2.3684
C -1.7781 0.9036 -1.2543
H -0.1164 4.0160 2.1991
H 1.1624 2.9831 1.5185
H 0.2577 2.4586 2.9546
H -2.4207 3.3048 2.0240
H -1.9907 1.7460 2.7660
H -2.8161 1.7786 1.2056
H 0.0980 3.1441 -0.5414
H -1.3126 4.0266 0.0512
H -2.4303 4.1692 -1.9316
H -3.6065 3.1724 -3.8544
H -3.5758 0.7051 -4.1624
H -2.4257 -0.7023 -2.5452
Se 3.4088 4.9449 -2.3355
N 4.8922 4.7099 -1.4070
C 4.6365 3.7470 -0.5449
C 5.5557 3.2430 0.4250
C 5.1099 2.2695 1.2503
C 3.7690 1.7736 1.1196
N 2.8947 2.1735 0.2471
C 3.3065 3.1816 -0.5887
N 2.4876 3.7019 -1.4827
H 6.5569 3.6485 0.4777
H 5.7477 1.8476 2.0151
H 3.4439 0.9874 1.7983
C -5.4771 -1.1915 -2.0032
Si -4.9079 -1.5686 -0.2637
C -4.9621 -0.0348 0.7895
C -5.9654 -2.9337 0.4510
As -2.6488 -2.3279 -0.2865
Si -2.4067 -3.6060 1.7083
C -0.5796 -3.9573 1.9406
C -3.0929 -2.6114 3.1278
C -3.3205 -5.2262 1.5432
Si -2.4034 -3.9178 -2.0536
C -1.0335 -5.1097 -1.6357
C -2.0173 -3.0240 -3.6441
C -4.0289 -4.8293 -2.2037
H -6.5707 -1.1944 -2.0109
H -5.1425 -1.9224 -2.7409
H -5.1443 -0.2045 -2.3204
H -5.9987 0.2054 1.0403
H -4.5441 0.8110 0.2397
H -4.4049 -0.1516 1.7205
H -7.0087 -2.7347 0.1909
H -5.9023 -2.9750 1.5395
H -5.7096 -3.9142 0.0488
H -0.0929 -3.1745 2.5236
H -0.0504 -4.0755 0.9938
H -0.4687 -4.8912 2.4981
H -2.7586 -1.5740 3.1016
H -2.7543 -3.0468 4.0722
H -4.1842 -2.6269 3.1345
H -3.0285 -5.7897 0.6563
H -4.4016 -5.0886 1.5301
H -3.0782 -5.8435 2.4134
H -0.0539 -4.6582 -1.7959
H -1.1163 -5.9701 -2.3065
H -1.0874 -5.4907 -0.6152
H -1.1237 -2.4057 -3.5460
H -2.8494 -2.4111 -3.9968
H -1.8167 -3.7745 -4.4143
H -4.2380 -5.4439 -1.3267
H -3.9717 -5.4992 -3.0665
H -4.8759 -4.1610 -2.3643
I 4.6215 1.1716 -3.4888
C 2.6431 0.9127 -3.0005
C 1.5310 1.3791 -3.6642
N 0.4709 1.0387 -2.9262
N 0.8154 0.3681 -1.8118
C 2.1443 0.2994 -1.8545
H 1.4251 1.9173 -4.5909
H -0.5023 1.2489 -3.0964
H 2.7134 -0.1674 -1.0732
*
```

Atomic partial charges in e from the Mulliken method, atoms 1 to 4: Ti -1.39; O -0.55; C 0.54; C -0.62

---

Entry 2:
A cluster of 11 separate species, C48H88F18N16P3 in total. Source: the Open Molecules 2025 dataset; level of theory: the ωB97M-V functional and the def2-TZVPD basis.

Summary:
Gap between HOMO and LUMO ... 4.86 eV
Energy relative to the best compared isomer or geometry (same formula, charge and spin) ... 383.66 kJ/mol
DFT total energy ... -5578.2725 hartree

```
! RIJCOSX wB97M-V def2-TZVPD def2/J DEFGRID3
* xyz 5 1
C -12.1221 2.5686 -5.3363
C -10.8426 3.3457 -5.5078
N -9.6904 2.4441 -5.4074
C -8.9791 2.1911 -4.2562
C -7.9772 1.2952 -4.5598
N -8.1358 0.8633 -5.8867
C -9.2218 1.6267 -6.4175
C -7.5036 -0.2117 -6.5709
H -12.0782 1.8763 -4.4955
H -12.2033 2.0380 -6.2849
H -12.9834 3.2291 -5.2357
H -10.7905 4.1451 -4.7687
H -10.8368 3.8302 -6.4841
H -9.2546 2.7764 -3.3914
H -7.1779 0.9359 -3.9286
H -9.6594 1.5252 -7.3997
H -6.5754 0.1195 -7.0365
H -8.0811 -0.5227 -7.4415
H -7.1803 -1.0245 -5.9205
C 8.7273 -13.5249 0.6109
C 7.4356 -12.8525 1.1700
N 7.5334 -11.4083 0.9923
C 8.2661 -10.5769 1.7604
C 8.1105 -9.2127 1.2791
N 7.2989 -9.3047 0.1929
C 6.8756 -10.5725 0.0713
C 6.8815 -8.1905 -0.5842
H 8.6498 -14.5636 0.9322
H 9.6321 -13.2113 1.1317
H 8.8853 -13.4441 -0.4646
H 7.3421 -12.9642 2.2503
H 6.6967 -13.3811 0.5678
H 8.9208 -10.9802 2.5187
H 8.5015 -8.2435 1.5514
H 6.3010 -10.9685 -0.7529
H 5.9954 -8.3660 -1.1943
H 7.6468 -7.8907 -1.3002
H 6.6135 -7.3600 0.0689
C -0.9727 10.5080 -1.4633
C -0.0405 10.5093 -2.7093
N -0.4305 11.4434 -3.8214
C 0.1558 11.5310 -5.0851
C -0.6260 12.3481 -5.9214
N -1.5958 12.9663 -5.0990
C -1.4947 12.3771 -3.8226
C -2.5105 13.9150 -5.4906
H -1.3123 11.5022 -1.1730
H -0.6301 9.9209 -0.6113
H -1.9086 10.0261 -1.7464
H -0.1553 9.5241 -3.1612
H 0.9940 10.6739 -2.4080
H 1.0562 10.9692 -5.2851
H -0.5393 12.5734 -6.9741
H -2.1432 12.5241 -2.9716
H -3.1453 14.2428 -4.6674
H -3.0271 13.4801 -6.3463
H -1.8923 14.7392 -5.8465
C -4.6813 -7.9742 8.0803
C -5.8650 -6.9884 8.0693
N -7.1226 -7.7482 7.9717
C -7.6966 -8.2798 6.8806
C -8.7498 -9.1111 7.2991
N -8.8497 -9.0141 8.6510
C -7.8141 -8.2135 9.0501
C -9.7092 -9.8186 9.5422
H -4.5518 -8.6461 8.9288
H -3.7653 -7.3843 8.0479
H -4.5957 -8.4688 7.1127
H -5.9161 -6.1108 7.4248
H -5.7448 -6.5219 9.0471
H -7.3485 -7.9995 5.8974
H -9.4395 -9.7646 6.7856
H -7.5108 -7.9692 10.0574
H -10.7666 -9.5726 9.4453
H -9.4346 -9.6828 10.5883
H -9.6179 -10.8732 9.2822
C -3.8095 6.8599 -6.8423
C -5.0909 7.3656 -7.6298
N -5.8609 8.4199 -7.1286
C -6.2686 8.5494 -5.8151
C -7.1047 9.7032 -5.7665
N -7.2324 10.2245 -7.0900
C -6.4636 9.4313 -7.8638
C -7.7985 11.5124 -7.4269
H -3.1592 6.2243 -7.4434
H -4.1906 6.2957 -5.9912
H -3.0648 7.5091 -6.3817
H -5.7712 6.5311 -7.7997
H -4.7996 7.7423 -8.6103
H -5.8848 7.8442 -5.0928
H -7.6804 10.1670 -4.9792
H -6.3361 9.5235 -8.9323
H -8.8826 11.3991 -7.4358
H -7.4153 11.6981 -8.4303
H -7.4565 12.3222 -6.7824
C 4.4843 1.9222 11.4810
C 5.7550 2.4535 10.7083
N 5.3813 3.1663 9.5193
C 5.7445 4.5023 9.2694
C 5.1780 4.8618 8.1122
N 4.5033 3.7678 7.5652
C 4.6159 2.7234 8.4744
C 3.7994 3.7807 6.3014
H 3.9174 2.7866 11.8265
H 4.7525 1.3665 12.3795
H 3.7307 1.4165 10.8773
H 6.4429 1.6268 10.5309
H 6.2925 3.1564 11.3447
H 6.2456 5.0939 10.0212
H 5.0738 5.8164 7.6178
H 4.1248 1.7720 8.3328
H 4.3771 3.2582 5.5389
H 3.6781 4.8189 5.9921
H 2.8811 3.2224 6.4833
C 1.6578 1.1524 -1.7203
C 0.7877 -0.1233 -1.8256
N 0.7015 -0.9619 -0.6553
C 0.5847 -0.5850 0.6510
C 0.6144 -1.6765 1.4849
N 0.8709 -2.7671 0.7242
C 0.8218 -2.3772 -0.6223
C 1.0796 -4.1048 1.2792
H 1.5437 1.5726 -2.7196
H 2.6939 0.8888 -1.5080
H 1.3636 1.9132 -0.9973
H 1.0235 -0.7565 -2.6809
H -0.2350 0.1634 -2.0705
H 0.4659 0.4231 1.0200
H 0.6672 -1.7094 2.5632
H 1.1724 -2.9997 -1.4322
H 1.9130 -3.8981 1.9507
H 1.4107 -4.8347 0.5405
H 0.2281 -4.5758 1.7702
C 10.9803 4.5373 1.0290
C 9.7094 3.7509 0.9567
N 9.3941 3.3739 -0.4640
C 9.0178 4.2257 -1.5633
C 8.8845 3.4513 -2.6848
N 9.2436 2.1877 -2.4311
C 9.4973 2.1307 -1.1121
C 9.4441 1.1617 -3.4353
H 11.7453 4.0582 0.4180
H 11.4071 4.6235 2.0282
H 10.7823 5.5606 0.7100
H 8.8447 4.1963 1.4487
H 9.7335 2.8297 1.5389
H 8.7344 5.2560 -1.4062
H 8.6022 3.7126 -3.6940
H 9.8296 1.2686 -0.5529
H 8.8166 1.3789 -4.2997
H 9.2222 0.1742 -3.0308
H 10.4760 0.9464 -3.7125
P 2.9704 -11.1168 7.8115
F 1.5691 -11.8537 8.0644
F 3.5089 -12.3756 6.9107
F 2.3591 -10.4259 6.5284
F 4.3763 -10.4529 7.5399
F 2.6402 -9.8348 8.7831
F 3.6903 -11.8583 9.0300
P 4.2725 -4.2712 -7.4985
F 4.2166 -4.8330 -9.0199
F 4.5237 -2.7998 -8.1958
F 2.6609 -4.1346 -7.5190
F 4.2817 -3.4951 -6.0829
F 4.1442 -5.7432 -6.7912
F 5.8608 -4.3540 -7.4589
P -5.2894 -6.9200 -0.6596
F -5.7117 -7.7231 -2.0150
F -3.7644 -6.8379 -1.1527
F -5.6380 -5.3691 -1.1406
F -4.8915 -6.2914 0.7967
F -6.8196 -7.0160 -0.3446
F -5.0205 -8.3644 -0.0455
*
```

Atomic partial charges in e from the Mulliken method, atoms 1 to 4: C -1.00; C -0.56; N 0.18; C -0.29

---

Entry 3:
An isolated molecule of C2H5NOS. Source: the Open Molecules 2025 dataset; level of theory: the ωB97M-V functional and the def2-TZVPD basis.

Summary:
Gap between HOMO and LUMO ... 10.08 eV
Energy relative to the best compared isomer or geometry (same formula, charge and spin) ... 33.95 kJ/mol
DFT total energy ... -607.3939 hartree
SMILES ... CSC(N)=O

```
! RIJCOSX wB97M-V def2-TZVPD def2/J DEFGRID3
* xyz 0 1
C 0.8075 -0.0665 0.0997
C -1.7697 -0.3274 0.0036
N 1.9948 0.6787 0.0169
O 0.7383 -1.2273 0.3154
S -0.5781 0.9866 -0.1592
H -1.3239 -1.0971 0.4952
H -2.0239 -0.7501 -1.0243
H -2.6054 0.0590 0.6390
H 2.8954 0.1088 -0.1033
H 1.8652 1.6353 -0.2831
*
```

Atomic partial charges in e from the Mulliken method, atoms 1 to 4: C 0.65; C -0.77; N -0.47; O -0.54

---

Entry 4:
An isolated molecule of C2H3N3O. Source: the Open Molecules 2025 dataset; level of theory: the ωB97M-V functional and the def2-TZVPD basis.

Summary:
Gap between HOMO and LUMO ... 10.09 eV
Energy relative to the best compared isomer or geometry (same formula, charge and spin) ... 168.99 kJ/mol
DFT total energy ... -317.4680 hartree
SMILES ... Nc1ncno1

```
! RIJCOSX wB97M-V def2-TZVPD def2/J DEFGRID3
* xyz 0 1
C -0.3966 0.0285 -0.1134
C 1.6576 0.3744 -0.1055
H -2.0440 -1.0396 0.0222
H -2.3099 0.7734 0.3765
H 2.5643 1.0217 0.0827
N -1.6957 -0.0817 -0.1094
N 0.4224 1.0330 -0.0731
N 1.5902 -0.8922 -0.0073
O 0.2117 -1.2176 -0.0727
*
```

Atomic partial charges in e from the Mulliken method, atoms 1 to 4: C 0.63; C 0.00; H 0.26; H 0.31

---

For reference, lowest unoccupied orbital energy by record: -3.448; -8.517; 0.760; 0.623 eV.
For reference, HOMO level by record: -11.107; -13.378; -9.316; -9.462 eV.